111
Properties=species:S:1:pos:R:3:forces:R:3 method="wB97M-V/def2-TZVPD" multiplicity=1 e_homo_ev=-7.4667 gap_ev=7.337 total_charge=0
C 13.928810 -23.788510 25.099710 0.686 -1.019 1.410
C 13.028690 -24.219290 26.332920 -0.531 1.272 0.063
C 13.620640 -23.939770 27.791380 0.980 -0.168 -0.601
C 11.790720 -23.250980 26.300280 -0.832 -1.545 -0.204
C 10.733540 -23.658900 25.250630 -0.092 2.000 0.471
C 10.294210 -25.066660 25.250730 1.962 -1.616 0.288
C 11.504430 -26.092170 25.323960 0.761 0.051 1.120
C 10.948750 -27.409340 25.851680 -0.705 0.447 0.719
C 12.047350 -26.229980 23.970590 -0.062 0.172 -2.351
N 12.609100 -25.650960 26.288640 -2.686 1.879 0.943
O 13.692070 -26.522770 26.366850 0.464 -0.354 -1.140
H 13.429150 -23.496760 24.175960 -0.508 0.182 0.426
H 14.624070 -23.001020 25.390500 -0.151 0.067 -0.094
H 14.526150 -24.657540 24.823900 0.249 0.019 0.017
H 12.948540 -23.921510 28.649310 -0.885 -0.380 -0.562
H 14.387030 -24.648140 28.105950 0.249 -0.187 -0.349
H 14.097480 -22.966970 27.911330 0.118 0.210 -0.657
H 11.321880 -23.267530 27.284160 -0.056 0.019 0.085
H 12.078130 -22.222760 26.080590 0.443 -0.062 0.167
H 9.769090 -23.219950 25.506090 0.126 1.107 0.049
H 11.014520 -23.175900 24.314750 0.052 -0.731 -0.401
H 9.769160 -25.279170 24.319470 -0.244 -0.208 0.175
H 9.618480 -25.161160 26.100770 0.047 -0.535 0.039
H 11.586690 -28.275870 26.025640 0.525 0.473 -0.124
H 10.115130 -27.776250 25.252880 -0.106 0.221 -0.182
H 10.553730 -27.036300 26.796620 -0.244 -0.833 0.396
H 12.407830 -25.292150 23.547950 0.714 -0.011 0.391
H 11.214840 -26.366940 23.280470 -0.188 -0.825 -0.111
H 12.754400 -27.052790 23.864930 0.143 0.249 -0.048
H 13.933540 -26.567680 27.294900 -0.313 -0.013 0.200
C 11.561040 -19.063610 19.288290 -0.967 0.790 0.325
C 10.312370 -19.754500 19.955670 0.421 -0.125 -2.372
C 8.915150 -19.147030 19.462950 0.477 0.586 -0.645
C 10.422770 -21.239840 19.422380 -1.969 -1.140 1.415
C 9.498610 -22.192930 20.278940 0.143 0.592 0.614
C 9.685870 -22.054300 21.785770 1.182 1.566 -0.036
C 9.652680 -20.555720 22.257650 -0.906 -1.237 2.091
C 8.146820 -20.106140 22.490070 0.561 0.913 -0.968
C 10.273120 -20.588320 23.691590 1.353 0.482 0.524
N 10.493110 -19.679970 21.382360 0.192 -2.762 1.587
O 10.510630 -18.397350 21.913790 -0.092 0.460 -0.639
H 12.516080 -19.459170 19.634030 -0.253 -0.265 0.186
H 11.549100 -19.141480 18.201150 -0.234 -0.116 0.025
H 11.569910 -18.003910 19.543340 0.016 0.122 -0.078
H 8.043530 -19.801350 19.478340 0.361 -0.316 0.276
H 8.576120 -18.201070 19.885240 0.278 -0.019 1.132
H 8.923130 -18.742710 18.450740 0.680 -0.663 -0.541
H 9.957110 -21.349160 18.442940 0.151 0.726 -0.258
H 11.404300 -21.696360 19.294760 0.299 0.617 0.541
H 8.479010 -21.870130 20.068430 -0.217 -0.515 -0.290
H 9.662880 -23.250750 20.073690 -0.240 0.106 -0.622
H 10.675890 -22.431610 22.041870 0.177 -0.032 -0.072
H 9.013990 -22.600260 22.448040 -0.387 -0.085 -0.447
H 8.107150 -19.092710 22.889420 0.235 0.303 -0.060
H 7.532080 -20.635050 23.218400 0.598 -0.705 -0.089
H 7.600340 -20.068660 21.547710 -0.112 -0.173 0.049
H 11.245560 -21.073040 23.778250 0.377 -0.270 -0.845
H 9.795920 -21.126430 24.510620 -1.054 -0.035 -0.569
H 10.528930 -19.626740 24.136580 -0.551 0.510 -0.328
H 9.636400 -18.090040 21.663010 -0.416 0.926 0.259
C 10.830520 -20.734140 31.543460 -0.040 0.235 0.249
C 10.733090 -20.025310 30.208290 0.309 1.099 -1.021
C 10.122440 -20.969450 29.141080 0.817 0.214 0.161
C 9.934130 -18.681350 30.373230 -1.130 0.472 -1.291
C 10.188750 -17.583220 29.307560 0.033 -1.508 -0.350
C 11.628120 -17.311300 29.257350 1.138 0.540 -0.405
C 12.504410 -18.514990 28.903750 0.682 -0.267 0.044
C 12.533930 -18.882180 27.456260 -0.177 -0.859 -2.214
C 14.008060 -18.091920 29.091880 -0.050 0.147 2.756
N 12.113000 -19.654990 29.811120 -0.099 2.523 0.351
O 13.010370 -20.706300 29.805750 0.229 -0.578 -0.211
H 11.530880 -20.166220 32.155880 0.007 -0.092 0.205
H 9.867360 -20.729270 32.053750 -0.075 -0.192 -0.046
H 11.194400 -21.754280 31.421000 -0.062 0.043 0.097
H 10.719100 -21.880940 29.176920 -0.120 -0.197 0.062
H 9.073440 -21.225900 29.289200 -0.004 0.174 -0.027
H 10.341940 -20.565650 28.152720 -0.534 0.149 -0.110
H 8.880280 -18.901470 30.202830 -0.215 -0.447 0.645
H 10.028670 -18.182030 31.337520 0.284 -0.479 0.271
H 9.962210 -17.926140 28.298020 -0.573 -0.398 -0.069
H 9.682900 -16.620930 29.386300 -0.500 -0.299 0.698
H 11.938280 -16.902680 30.219080 0.329 0.137 0.017
H 11.697700 -16.555630 28.474900 0.888 0.240 0.016
H 11.644930 -19.025610 26.842080 -0.782 0.480 0.454
H 13.004290 -19.843470 27.249450 0.395 -0.149 0.635
H 13.171090 -18.194270 26.900470 -0.236 0.204 -0.012
H 14.091440 -17.660070 30.089200 -0.064 -0.580 0.868
H 14.436540 -17.194570 28.645480 -0.713 -0.199 -1.422
H 14.733110 -18.905150 29.059500 -0.209 -0.068 -0.372
H 13.483020 -20.539460 30.624510 0.409 -0.381 0.057
O 15.501990 -22.145070 22.938270 0.813 -0.266 -0.213
H 15.133480 -21.448970 23.482210 -0.358 0.285 0.280
H 14.748920 -22.511630 22.474860 -0.261 0.147 -0.100
O 13.041940 -17.653410 23.751720 0.252 0.063 0.342
H 12.276750 -17.747250 23.184350 -0.558 -0.095 -0.325
H 13.598880 -17.018990 23.300540 0.123 0.147 -0.212
O 13.845250 -20.222830 24.804300 -0.083 -0.820 -0.129
H 13.225140 -19.672700 24.325710 -0.039 0.290 -0.136
H 14.539990 -19.622320 25.074400 0.246 0.089 0.255
O 13.053320 -21.437240 21.598280 0.277 -0.492 0.029
H 12.379070 -20.868680 21.970240 -0.430 0.361 0.009
H 13.248490 -21.051200 20.744400 0.090 0.060 -0.143
O 17.185580 -19.935680 27.706180 0.129 -0.041 0.507
H 16.485230 -20.240360 27.129190 -0.169 -0.095 -0.277
H 17.388270 -19.054220 27.392830 0.189 -0.019 -0.164
O 15.587000 -18.246480 25.936150 0.258 0.078 -0.287
H 15.039440 -17.664980 25.408640 -0.387 0.267 -0.137
H 15.939060 -17.684110 26.626100 -0.039 0.106 0.341
O 17.438120 -19.442580 23.927810 0.111 -0.023 0.092
H 17.043590 -18.575570 24.021980 -0.113 0.165 0.203
H 17.347760 -19.647570 22.997190 -0.011 -0.292 -0.272